# 1
Molecular formula: C6H19NO12S2Tl
Method: DFT, the ωB97M-V functional and the def2-TZVPD basis

```
41
Properties=species:S:1:pos:R:3:mulliken_charge:R:1
Tl -19.8885 -19.2267 2.1151 0.99
S -17.7692 -18.3335 -0.9878 1.08
S -16.5369 -21.6570 2.0457 1.22
O -16.8398 -17.3640 -1.5718 -0.57
O -21.2426 -21.8058 2.4842 -0.47
O -17.1106 -19.5521 -0.5895 -0.30
O -20.9159 -16.2947 1.1075 -0.09
O -18.8351 -18.5577 -1.9743 -0.64
O -18.3328 -17.8585 0.2286 -0.49
O -19.4470 -21.4015 0.3215 -0.55
O -16.9231 -22.1707 0.7231 -0.67
O -16.3318 -22.6763 3.0622 -0.59
O -17.6159 -20.7603 2.5102 -0.54
O -15.2355 -21.0953 1.8185 -0.51
O -21.7638 -19.1065 4.4004 -0.08
N -20.3556 -16.7580 3.8110 -0.07
C -21.2006 -15.2493 2.0428 -0.88
C -20.9351 -15.7957 -0.2690 -0.78
C -22.5824 -20.2049 4.7946 -0.89
C -21.7147 -18.1735 5.4738 -0.59
C -20.5665 -17.1878 5.2052 -0.95
C -21.4670 -15.9647 3.3595 -0.68
H -18.5042 -21.4826 0.4660 0.29
H -19.5687 -21.6269 -0.6008 0.28
H -22.0348 -20.9121 5.4175 0.35
H -23.5652 -19.8680 5.1244 0.35
H -22.4601 -16.4110 3.3073 0.24
H -20.3452 -16.3949 -0.9626 0.10
H -22.9659 -20.7483 3.9310 0.18
H -19.6221 -16.0662 3.7520 0.19
H -22.7152 -17.7410 5.4663 0.38
H -20.2913 -14.6609 2.1661 0.35
H -20.8027 -16.3228 5.8250 0.42
H -21.6056 -15.1597 4.0812 0.49
H -20.4701 -14.8099 -0.2551 0.36
H -21.9462 -14.5213 1.7230 0.46
H -21.9951 -15.7484 -0.5184 0.30
H -21.5130 -18.7293 6.3895 0.45
H -19.5988 -17.6063 5.4819 0.40
H -21.9331 -22.1908 1.9446 0.24
H -21.2607 -22.3136 3.2954 0.26
```

The HOMO-LUMO gap is 3.26 eV. The total energy comes out at -58948.5523 eV. The calculation puts the HOMO energy at -4.86 eV. As for the charge: -1. The strongest force on any atom is 0.080 hartree/bohr.



# 2
Molecular formula: C27H31Cl3N4O4P2SbSe4W
Method: DFT, the ωB97M-V functional and the def2-TZVPD basis

```
77
Properties=species:S:1:pos:R:3:mulliken_charge:R:1
W -1.8650 1.4214 0.3345 1.49
Sb -0.4447 6.2547 -4.0800 0.31
Se -4.1511 2.7591 0.2163 -0.31
Se -2.5273 3.1566 -1.3938 -0.06
Se 0.2715 5.1765 -6.1069 -0.64
Se -0.6270 8.6207 -4.3435 -0.66
Cl -2.1835 5.2877 4.4170 -0.15
Cl 0.5504 4.3011 4.1842 -0.15
Cl -0.6953 5.6845 1.9859 -0.12
P 2.2706 -0.3550 0.5779 0.48
P -0.5126 0.6413 -1.7285 0.22
O -0.3953 0.8761 1.0885 -0.38
O -2.7823 -0.2480 -0.2729 -0.70
O -1.6666 2.2981 4.9728 -0.59
O -4.2675 -1.8893 0.0654 -0.69
N 0.8251 -2.6336 0.4231 0.12
N -2.9302 0.6134 2.1254 0.22
N -1.5210 2.9984 1.5598 -0.38
N -0.7090 -1.9675 -1.7751 -0.44
C 0.3395 2.5035 -3.5867 -1.80
C 1.2872 2.7423 -1.2949 -1.59
C -0.8954 -5.7794 -0.1871 -0.55
C -0.7286 -3.2323 -1.2917 0.33
C 4.9752 -0.5769 0.5235 -1.87
C -1.6096 -5.4629 -1.3690 -0.55
C 2.0350 0.8669 -2.8082 -1.79
C -1.5094 3.2252 2.7787 -0.16
C -2.8471 1.0669 3.3803 0.70
C 3.7903 -2.0764 -1.0725 -1.66
C 3.8795 -2.6554 1.3446 -1.75
C -3.5879 0.4756 4.3970 -0.88
C -4.4631 -1.0793 2.8220 -0.75
C 0.9003 -1.4309 -0.0865 0.13
C -1.5628 0.2496 -3.1479 -1.61
C -0.0047 -3.5505 -0.1336 0.06
C -1.5323 -4.2156 -1.9149 -0.54
C -0.1076 -4.8472 0.4230 -0.78
C 1.9803 -0.5407 2.3806 -1.31
C 0.0265 -1.0627 -1.1828 0.10
C 0.8577 1.7345 -2.3660 2.94
C -3.6352 -0.9423 0.4470 0.21
C 3.7634 -1.5023 0.3464 1.62
C -1.9563 2.2226 3.8055 0.37
C -4.4166 -0.5949 4.1177 -0.48
C -0.9788 4.5713 3.3129 0.83
C -3.6981 -0.4482 1.8659 0.43
H -2.0861 -3.9377 -2.8017 0.45
H 3.0240 -3.3256 1.2866 0.19
H 3.8064 -1.2952 -1.8323 0.34
H 2.9377 -2.7301 -1.2656 0.24
H 0.4776 3.4365 -1.0600 0.31
H -5.0051 -1.0511 4.9022 0.45
H 4.9749 0.2257 -0.2163 0.35
H 1.7122 -1.5640 2.6417 0.37
H -3.4849 0.8782 5.3936 0.55
H 3.9659 -2.2969 2.3708 0.33
H -1.9385 1.1850 -3.5539 0.43
H -0.5453 3.1046 -3.3750 0.06
H -0.9998 -0.2951 -3.9048 0.42
H 2.1164 3.3306 -1.6954 0.60
H 4.9890 -0.1179 1.5154 0.38
H 4.6986 -2.6726 -1.2008 0.55
H 1.6150 2.2577 -0.3774 0.10
H 1.1827 0.1405 2.6646 0.01
H -5.0619 -1.9267 2.5204 0.56
H 2.5157 0.3950 -1.9549 0.07
H 0.1229 1.8548 -4.4345 0.19
H 4.7856 -3.2276 1.1201 0.54
H 5.8999 -1.1507 0.4107 0.47
H 1.7296 0.0947 -3.5192 0.34
H 2.7695 1.5062 -3.3037 0.64
H -2.2302 -6.2191 -1.8318 0.40
H -2.3916 -0.3615 -2.8024 0.49
H 0.4557 -5.0670 1.3207 0.47
H -0.9779 -6.7747 0.2304 0.41
H 1.1109 3.2032 -3.9111 0.64
H 2.8909 -0.2557 2.9102 0.46
```

The HOMO-LUMO gap is 4.22 eV. The total energy comes out at -368551.9187 eV. The value obtained for the energy above the lowest of the compared OMol25 structures with the same formula, charge and spin is 28.1 kcal/mol. The calculation puts the HOMO energy at -3.92 eV. As for the charge: -1. The strongest force on any atom is 0.005 hartree/bohr.